67
Properties=species:S:1:pos:R:3 method="wB97M-V/def2-TZVPD" homo_lumo_gap_ev="5.88 / 5.88" lumo_energy_ev="-4.43 / -4.43" fmax_ev_per_a=2.24 energy_ha=-1944.9765 charge=+1 de_lowest_kcal_mol=15.7
Pt -0.83 -0.99 -0.11
O -0.62 3.14 5.49
C -1.84 2.91 4.82
C -1.61 1.99 3.67
C -2.66 1.61 2.83
C -2.39 0.76 1.78
N -1.17 0.29 1.52
C -0.14 0.65 2.31
C -0.34 1.48 3.40
C 1.22 0.17 1.94
C 2.38 0.73 2.45
C 3.61 0.32 1.97
C 4.87 0.91 2.55
O 4.86 0.87 3.96
C 3.64 -0.65 0.98
C 2.44 -1.21 0.56
N 1.28 -0.81 1.04
H -0.76 3.75 6.22
H -2.26 3.85 4.44
H -2.58 2.47 5.49
H -3.66 1.98 2.99
H -3.18 0.44 1.11
H 0.46 1.77 4.06
H 2.35 1.52 3.19
H 4.91 1.97 2.29
H 5.75 0.42 2.13
H 5.00 -0.03 4.27
H 4.58 -0.97 0.53
H 2.42 -2.01 -0.17
C 0.52 -1.84 -5.58
C 0.98 -0.94 -4.63
C 0.65 -1.10 -3.29
C -0.17 -2.16 -2.91
C -0.64 -3.06 -3.87
C -0.29 -2.91 -5.19
N -0.48 -2.36 -1.56
N -0.70 -3.56 -1.22
C -1.09 -3.78 0.06
C -1.22 -5.09 0.54
C -1.63 -5.29 1.84
C -1.91 -4.18 2.64
C -1.76 -2.92 2.11
N -1.34 -2.71 0.86
H 0.78 -1.71 -6.62
H 1.61 -0.11 -4.92
H 1.08 -0.45 -2.55
H -1.28 -3.87 -3.56
H -0.63 -3.62 -5.93
H -0.97 -5.90 -0.12
H -1.73 -6.29 2.23
H -2.24 -4.31 3.66
H -1.96 -2.05 2.71
O -2.50 0.17 -2.19
C -1.55 0.92 -2.10
N -0.50 0.72 -1.20
C 0.36 1.80 -1.22
O 1.36 1.91 -0.53
C -0.16 2.75 -2.24
C 0.32 3.98 -2.65
C -0.35 4.63 -3.68
C -1.46 4.05 -4.29
C -1.95 2.82 -3.86
C -1.29 2.19 -2.83
H 1.19 4.42 -2.18
H -0.01 5.60 -4.02
H -1.95 4.57 -5.10
H -2.81 2.36 -4.33